1.
Below is the ion C2H5N2O with charge +1 at a distorted geometry, with properties calculated with wB97M-V/def2-TZVPD.

Summary:
Total charge ... +1
DFT total energy ... -263.5197 Ha
Lowest unoccupied orbital energy ... -0.2109 Eh
ΔE to the lowest compared entry with this formula, charge and spin ... 510.9 kJ/mol
Frontier orbital gap ... 11.14 eV

XYZ file:
```
10
C2H5N2O, DFT wB97M-V/def2-TZVPD
H 0.611 0.484 -1.377
C -1.212 -0.373 -0.537
N 0.740 0.517 0.710
C 0.310 -0.105 -0.447
H -1.736 0.541 -0.802
N 1.480 0.849 1.545
H -1.505 -0.997 0.266
H -1.660 -0.953 -1.363
O 2.149 1.147 2.404
H 0.822 -1.109 -0.399
```

Atom charges from the natural (NBO) analysis, given in e for atoms 1 to 6: 0.2908, -0.6449, 0.0394, -0.2948, 0.2505, 0.6293

***

2.
Below is the ion C2H5N2O with charge +1 at a distorted geometry, with properties calculated with wB97M-V/def2-TZVPD.

Summary:
Total charge ... +1
DFT total energy ... -263.4569 Ha
Lowest unoccupied orbital energy (alpha / beta) ... -0.2860 / -0.2066 Eh
ΔE to the lowest compared entry with this formula, charge and spin ... 675.7 kJ/mol
Frontier orbital gap (alpha / beta) ... 6.01 / 10.11 eV

XYZ file:
```
10
C2H5N2O, DFT wB97M-V/def2-TZVPD
H 1.249 1.004 0.278
O -0.703 1.183 -0.670
C 0.589 0.646 -0.541
H 0.997 0.901 -1.452
H 0.338 -2.255 0.914
C 0.656 -0.838 -0.379
N -1.612 0.445 -0.229
H 0.491 -0.702 1.590
N 0.518 -1.290 0.823
H -2.522 0.904 -0.337
```

Atom charges from the natural (NBO) analysis, given in e for atoms 1 to 6: 0.2638, -0.1835, -0.2332, 0.2600, 0.4449, 0.5121

***

3.
Below is a cluster of 2 separate species, C2H5N2O2 in total, with properties calculated with wB97M-V/def2-TZVPD.

Summary:
Total charge ... -1
DFT total energy ... -339.2648 Ha
Lowest unoccupied orbital energy ... 0.1452 Eh
ΔE to the lowest compared entry with this formula, charge and spin ... 28.6 kJ/mol
Frontier orbital gap ... 8.51 eV

XYZ file:
```
11
C2H5N2O2, DFT wB97M-V/def2-TZVPD
H -0.262 -0.229 -0.140
H -0.603 -2.238 -2.949
H -0.732 2.753 2.015
N 0.280 0.021 0.739
C -0.102 -1.587 -2.195
O 1.130 -1.640 -2.159
C 0.091 1.117 1.487
N -0.779 2.038 1.302
H 0.797 1.183 2.331
O -0.869 -0.880 -1.489
H 1.048 -0.538 1.058
```

Atom charges from the natural (NBO) analysis, given in e for atoms 1 to 6: 0.4578, 0.0041, 0.3149, -0.8171, 0.6362, -0.7631

***

4.
Below is the ion C2H5N2O2S with charge +1 at a distorted geometry, with properties calculated with wB97M-V/def2-TZVPD.

Summary:
Total charge ... +1
DFT total energy ... -736.9293 Ha
Lowest unoccupied orbital energy ... -0.1581 Eh
ΔE to the lowest compared entry with this formula, charge and spin ... 306.7 kJ/mol
Frontier orbital gap ... 10.28 eV

XYZ file:
```
12
C2H5N2O2S, DFT wB97M-V/def2-TZVPD
H 1.955 0.005 -0.718
H -0.766 -1.177 -1.714
C -1.185 -0.098 -0.080
N 0.325 0.814 0.340
O -2.035 0.768 -0.500
H 0.029 1.296 1.231
O -2.079 0.207 0.851
N -0.705 -1.218 -0.596
H 2.001 -0.090 1.133
H 0.265 1.530 -0.271
S 0.721 -1.926 0.153
C 1.474 -0.111 0.170
```

Atom charges from the natural (NBO) analysis, given in e for atoms 1 to 6: 0.2349, 0.4525, 0.7963, -0.6516, -0.1819, 0.4537

***

5.
Below is the ion C2H5N2O2S2 with charge +1 at a distorted geometry, with properties calculated with wB97M-V/def2-TZVPD.

Summary:
Spin multiplicity ... 3
Total charge ... +1
DFT total energy ... -1135.0181 Ha
<S²> ... 2.010
Lowest unoccupied orbital energy (alpha / beta) ... -0.1820 / -0.3388 Eh
Frontier orbital gap (alpha / beta) ... 4.66 / 3.69 eV

XYZ file:
```
13
C2H5N2O2S2, DFT wB97M-V/def2-TZVPD
N 0.860 -0.327 -1.827
H 1.490 -0.600 0.895
C -0.317 -0.725 -2.006
S -0.823 0.863 3.541
H -2.070 -1.798 -2.585
S -1.156 -0.169 1.799
H 1.584 -0.531 -2.509
O -0.255 0.658 0.648
H 1.733 1.177 0.983
C 1.085 0.351 0.497
N -1.462 -1.078 -2.108
H -2.096 1.650 3.502
O 1.427 0.530 -0.831
```

Atom charges from the natural (NBO) analysis, given in e for atoms 1 to 6: -0.3792, 0.1860, 0.4565, -0.0140, 0.4314, 0.9668

***

6.
Below is a cluster of 2 separate species, C2H5N2O3 in total at a distorted geometry, with properties calculated with wB97M-V/def2-TZVPD.

Summary:
Total charge ... +1
DFT total energy ... -413.9196 Ha
Lowest unoccupied orbital energy (alpha / beta) ... -0.2160 / -0.2160 Eh
ΔE to the lowest compared entry with this formula, charge and spin ... 768.0 kJ/mol
Frontier orbital gap (alpha / beta) ... 9.73 / 9.73 eV

XYZ file:
```
12
C2H5N2O3, DFT wB97M-V/def2-TZVPD
O 2.382 -0.662 0.572
C -0.167 0.038 -0.168
O 1.897 1.517 0.483
H 1.084 -2.125 -0.094
H -1.553 1.392 -0.980
N 1.807 0.338 0.387
H -1.493 -1.370 -0.537
N -0.524 -1.163 -0.268
C -1.055 1.178 -0.006
H -1.881 0.947 0.625
H -0.603 2.206 0.205
O 0.105 -2.294 -0.218
```

Atom charges from the natural (NBO) analysis, given in e for atoms 1 to 6: -0.2362, 0.3367, -0.1870, 0.5138, 0.2908, 0.6233

***

7.
Below is a cluster of 2 separate species, C2H5N2OP in total at a distorted geometry, with properties calculated with wB97M-V/def2-TZVPD.

Summary:
Spin multiplicity ... 3
DFT total energy ... -605.1310 Ha
<S²> ... 2.009
Lowest unoccupied orbital energy (alpha / beta) ... 0.0282 / -0.0270 Eh
ΔE to the lowest compared entry with this formula, charge and spin ... 35.3 kJ/mol
Frontier orbital gap (alpha / beta) ... 6.24 / 9.24 eV

XYZ file:
```
11
C2H5N2OP, DFT wB97M-V/def2-TZVPD
H -0.521 1.778 0.010
H -1.959 2.610 -0.018
P -2.373 -0.996 0.143
C -2.170 0.632 -0.173
H 0.946 -0.212 -1.162
N -1.437 1.733 -0.295
O -3.462 0.489 0.050
H 0.884 -1.655 1.374
C 0.937 -1.038 -0.387
H 0.815 -2.112 -0.742
N 1.050 -0.863 0.839
```

Atom charges from the natural (NBO) analysis, given in e for atoms 1 to 6: 0.4133, 0.3941, 0.4066, 0.2014, 0.1617, -0.7696

***

8.
Below is a structure of composition C2H5N2S at a distorted geometry, with properties calculated with wB97M-V/def2-TZVPD.

Summary:
Total charge ... +1
DFT total energy ... -586.5492 Ha
Lowest unoccupied orbital energy ... -0.2394 Eh
ΔE to the lowest compared entry with this formula, charge and spin ... 204.6 kJ/mol
Frontier orbital gap ... 8.51 eV

XYZ file:
```
10
C2H5N2S, DFT wB97M-V/def2-TZVPD
C -0.782 -0.107 -0.130
N -1.586 -1.081 0.192
C 2.068 0.525 0.245
S 1.369 -0.886 -0.193
H -1.450 -2.134 0.019
H 3.090 0.746 0.142
N -0.945 1.108 -0.087
H -0.230 1.762 -0.414
H 1.528 1.283 0.633
H -2.563 -0.941 0.260
```

Atom charges from the natural (NBO) analysis, given in e for atoms 1 to 6: 0.5752, -0.8125, -0.3171, 0.4126, 0.4469, 0.2472

***

9.
Below is an isolated molecule of C2H5N3O at a distorted geometry, with properties calculated with wB97M-V/def2-TZVPD.

Summary:
DFT total energy ... -318.6300 Ha
Lowest unoccupied orbital energy ... 0.0243 Eh
ΔE to the lowest compared entry with this formula, charge and spin ... 316.2 kJ/mol
Frontier orbital gap ... 9.51 eV

XYZ file:
```
11
C2H5N3O, DFT wB97M-V/def2-TZVPD
N -0.810 -0.584 1.446
H 1.389 0.337 -1.790
H 0.529 -1.366 -1.419
H -1.365 -1.206 2.159
C 0.221 -0.832 -0.558
N 0.872 0.313 -0.825
H 0.106 -0.342 1.852
N -0.555 -1.360 0.276
O 0.452 2.529 -0.810
H -0.910 1.087 0.087
C 0.069 1.424 -0.418
```

Atom charges from the natural (NBO) analysis, given in e for atoms 1 to 6: -0.7099, 0.4315, 0.1551, 0.3764, 0.2138, -0.6557

***

10.
Below is a structure of composition C2H5N3O at a distorted geometry, with properties calculated with wB97M-V/def2-TZVPD.

Summary:
DFT total energy ... -318.5600 Ha
Lowest unoccupied orbital energy (alpha / beta) ... 0.0039 / 0.0039 Eh
ΔE to the lowest compared entry with this formula, charge and spin ... 500.2 kJ/mol
Frontier orbital gap (alpha / beta) ... 8.92 / 8.92 eV

XYZ file:
```
11
C2H5N3O, DFT wB97M-V/def2-TZVPD
H -0.834 -2.262 -0.059
C 0.540 -0.872 -0.056
C 0.151 -0.370 1.489
H 0.432 1.787 -1.527
H 1.554 -0.585 -0.319
N -0.370 0.467 -0.227
O -0.599 -0.466 2.355
H -0.071 2.441 -0.070
N 0.116 -2.057 -0.363
H -1.261 0.286 -0.698
N 0.342 1.631 -0.524
```

Atom charges from the natural (NBO) analysis, given in e for atoms 1 to 6: 0.3318, 0.1094, 0.6417, 0.3513, 0.2055, -0.5030